42
Properties=species:S:1:pos:R:3:nbo_charge:R:1 method="wB97M-V/def2-TZVPD" homo_lumo_gap_ev=9.54 relative_energy_kcal_mol=40.57 homo_energy_ev=-8.68 e_lumo_ev=0.863
C -3.92 -1.72 0.36 -0.4069
C -4.09 -0.43 0.59 -0.1901
C -3.65 0.72 -0.30 0.1980
C -3.08 0.25 -1.64 -0.6445
O -4.78 1.56 -0.53 -0.7187
C -2.66 1.61 0.47 -0.3918
C -1.48 0.87 1.12 -0.4496
C -0.46 0.39 0.14 -0.1931
C 0.09 -0.82 0.09 0.0222
C -0.25 -1.92 1.05 -0.6678
C 1.15 -1.14 -0.93 -0.4144
C 2.54 -1.30 -0.29 -0.4259
C 3.00 -0.02 0.32 -0.2052
C 4.11 0.67 0.05 0.0313
C 4.42 1.95 0.77 -0.6302
C 5.17 0.26 -0.93 -0.6478
H -4.29 -2.46 1.05 0.2024
H -3.41 -2.10 -0.50 0.1962
H -4.62 -0.10 1.47 0.2057
H -2.86 1.13 -2.25 0.2209
H -3.80 -0.37 -2.16 0.2046
H -2.16 -0.31 -1.49 0.2313
H -5.42 1.07 -1.05 0.4670
H -3.23 2.12 1.25 0.2189
H -2.29 2.37 -0.21 0.2090
H -0.99 1.58 1.80 0.2186
H -1.86 0.05 1.73 0.2152
H -0.15 1.14 -0.58 0.1944
H 0.11 -2.88 0.68 0.2114
H 0.20 -1.74 2.02 0.2201
H -1.33 -2.00 1.18 0.2288
H 1.20 -0.35 -1.68 0.2077
H 0.89 -2.08 -1.43 0.2036
H 2.48 -2.06 0.50 0.2062
H 3.24 -1.66 -1.04 0.2064
H 2.32 0.38 1.06 0.1968
H 5.39 1.89 1.26 0.2083
H 3.66 2.18 1.51 0.2125
H 4.47 2.78 0.06 0.2086
H 4.82 -0.51 -1.61 0.2116
H 5.48 1.12 -1.52 0.2119
H 6.04 -0.12 -0.40 0.2164

52
Properties=species:S:1:pos:R:3:nbo_charge:R:1 method="wB97M-V/def2-TZVPD" homo_lumo_gap_ev=9.33 relative_energy_kcal_mol=28.53 homo_energy_ev=-11.98 e_lumo_ev=-2.654 total_charge=+1
Y 1.16 -0.65 -1.25 1.7859
C -4.10 5.51 0.47 -0.6389
C -3.03 4.46 0.51 0.0372
C -1.94 4.56 1.37 -0.2152
C -0.97 3.58 1.40 -0.1717
C -1.08 2.48 0.57 -0.3122
C -2.16 2.35 -0.30 -0.1963
C -3.12 3.34 -0.33 -0.2040
S 0.21 1.29 0.61 2.2830
O -0.40 -0.03 0.18 -1.0634
O 0.76 1.20 1.93 -0.9279
N 1.35 1.62 -0.44 -1.0226
C 1.07 2.38 -1.69 -0.2987
C 0.80 1.20 -2.60 0.7046
O -0.32 0.62 -2.54 -0.7028
O 1.83 0.49 -2.91 -0.7453
H -3.86 6.34 1.14 0.2254
H -5.06 5.10 0.77 0.2341
H -4.21 5.91 -0.54 0.2327
H -1.86 5.42 2.02 0.2274
H -0.13 3.66 2.08 0.2440
H -2.22 1.49 -0.96 0.2434
H -3.97 3.25 -1.00 0.2235
H 1.96 2.93 -1.97 0.2370
H 0.21 3.04 -1.59 0.2276
C -1.82 -2.35 -2.39 -0.9618
As -0.49 -3.57 -1.70 1.4284
C -0.72 -3.61 0.22 -0.9677
C -0.92 -5.32 -2.37 -0.9408
S 1.51 -3.09 -2.26 -0.5958
H -2.80 -2.82 -2.27 0.2612
H -1.63 -2.17 -3.45 0.2736
H -1.81 -1.40 -1.86 0.2682
H -1.64 -4.14 0.46 0.2620
H -0.79 -2.59 0.62 0.2669
H 0.13 -4.13 0.66 0.2600
H -1.92 -5.60 -2.07 0.2530
H -0.19 -6.03 -1.98 0.2643
H -0.85 -5.30 -3.46 0.2657
C 4.01 -2.94 1.20 -0.9706
Sb 2.69 -1.27 1.25 0.9537
C 1.74 -1.72 3.09 -0.9463
C 4.09 0.22 1.82 -0.9457
H 4.63 -2.94 2.10 0.2398
H 4.66 -2.90 0.32 0.2380
H 3.44 -3.87 1.16 0.2313
H 2.49 -1.67 3.88 0.2416
H 1.34 -2.74 3.06 0.2266
H 0.94 -1.01 3.29 0.2566
H 4.43 0.03 2.83 0.2389
H 3.61 1.20 1.77 0.2548
H 4.93 0.19 1.13 0.2373

66
Properties=species:S:1:pos:R:3:mulliken_spin:R:1 method="wB97M-V/def2-TZVPD" homo_lumo_gap_ev="1.76 / 1.94" s2=1.74 homo_energy_ev="-2.20 / -2.19" e_lumo_ev="-0.436 / -0.246" spin_multiplicity=2 total_charge=-1
C -0.97 2.52 -0.05 -0.0431
C -1.68 1.18 -0.69 0.1695
C -3.23 1.67 -1.05 0.3115
C -1.02 0.72 -2.12 0.1362
C 0.50 0.13 -1.97 -0.0046
N 1.40 1.36 -2.02 -0.0055
S 0.83 -1.04 -3.36 0.0206
O -0.35 -1.96 -3.59 -0.0341
O 0.88 -0.19 -4.63 0.0092
C 2.30 -2.17 -3.17 -0.0081
F 2.04 -3.02 -2.09 -0.0008
F 2.27 -3.00 -4.31 -0.0004
C 3.74 -1.48 -3.17 0.0028
F 4.58 -2.31 -3.96 -0.0004
F 3.73 -0.24 -3.87 0.0004
C 4.41 -1.19 -1.76 -0.0005
F 5.64 -0.53 -2.05 0.0000
F 3.70 -0.29 -0.96 0.0006
C 4.79 -2.45 -0.86 0.0002
F 4.76 -3.68 -1.49 0.0000
F 3.85 -2.48 0.20 -0.0001
F 6.02 -2.18 -0.24 0.0000
C 0.60 -0.48 -0.48 0.0185
C -0.80 -1.02 0.15 -0.0312
C -1.43 -2.32 -0.61 0.0280
C -0.42 -1.54 1.64 0.0329
N -1.84 0.06 0.29 0.2239
O -1.99 0.50 1.56 0.6598
H -0.08 2.29 0.61 -0.0030
H -0.75 3.30 -0.87 -0.0314
H -1.76 2.99 0.63 0.0114
H -3.88 1.72 -0.12 0.0027
H -3.20 2.74 -1.52 0.0103
H -3.69 0.97 -1.88 -0.4137
H -1.77 -0.09 -2.56 -0.2979
H -1.08 1.61 -2.91 -0.1877
H 2.01 1.34 -2.85 0.0045
H 0.84 2.23 -2.12 -0.0132
H 0.93 0.38 0.19 0.0119
H 1.37 -1.30 -0.33 0.0010
H -0.60 -3.07 -0.85 -0.0003
H -1.99 -2.05 -1.57 -0.0126
H -2.17 -2.80 0.10 0.0113
H 0.14 -0.77 2.25 -0.0297
H 0.23 -2.48 1.47 -0.0013
H -1.37 -1.93 2.14 0.0052
O 0.81 -0.44 4.01 0.4182
C 1.26 0.57 4.71 0.0764
C 0.59 0.55 6.17 0.0618
O 1.03 1.59 6.88 0.1776
H 1.07 1.58 4.31 0.0106
H 2.39 0.61 4.87 0.0700
H 0.80 -0.45 6.58 -0.0185
H -0.50 0.50 5.99 0.0157
Na -3.44 -0.68 -1.95 -0.1894
Cs -1.98 2.40 -3.80 -0.3746
Na -1.11 0.50 7.97 0.0086
O -6.42 -2.17 -0.90 0.0070
H -7.23 -2.40 -0.42 -0.0036
H -6.42 -2.77 -1.65 -0.0010
O -2.70 6.84 -5.96 0.0004
H -2.01 7.49 -6.13 -0.0001
H -3.51 7.35 -5.95 -0.0002
Cl 3.55 0.09 6.32 0.1884
O -0.83 -0.32 11.44 0.0001
H -0.87 -0.50 12.38 -0.0001

54
Properties=species:S:1:pos:R:3:nbo_charge:R:1 method="wB97M-V/def2-TZVPD" homo_lumo_gap_ev="4.92 / 7.20" s2=6.12 homo_energy_ev="-9.16 / -12.62" e_lumo_ev="-4.242 / -5.429" spin_multiplicity=5 total_charge=+1
O -1.70 -1.04 -4.35 -0.9507
H -1.06 -1.06 -5.08 0.4666
Co 0.02 0.16 -0.43 0.8809
N 1.31 -0.90 -1.22 0.0197
N -0.84 -1.46 -0.51 0.0192
N 0.71 1.88 -0.43 -0.0587
N -1.44 1.14 0.15 -0.0443
O 2.54 -0.49 -1.35 -0.4014
O 2.00 2.01 -0.78 -0.5013
O -2.73 0.70 0.11 -0.4145
O -2.06 -1.69 -0.12 -0.3865
C -0.28 -2.54 -1.12 0.2457
C 0.98 -2.16 -1.62 0.2131
C -0.07 2.94 -0.11 0.1362
C -1.36 2.49 0.30 0.2115
C 1.90 -3.05 -2.37 -0.6944
H 1.63 -3.08 -3.43 0.2696
H 1.81 -4.11 -2.10 0.2507
H 2.96 -2.78 -2.31 0.2693
C -0.80 -3.91 -0.98 -0.6940
H -1.79 -4.09 -1.39 0.2792
H -0.94 -4.19 0.06 0.2621
H -0.18 -4.70 -1.40 0.2467
C 0.38 4.34 -0.07 -0.6776
C -2.29 3.22 1.17 -0.6835
H 0.93 4.65 -0.96 0.2567
H 1.02 4.59 0.78 0.2467
H -0.44 5.06 0.00 0.2473
H -3.00 2.55 1.62 0.2559
H -2.85 4.00 0.66 0.2590
H -1.74 3.70 1.98 0.2419
H 2.32 0.98 -1.05 0.4992
H -2.58 -0.34 0.05 0.4922
C -3.66 -0.63 -3.66 -0.5318
H -3.63 -1.67 -4.04 0.1860
H -3.41 0.32 -4.07 0.1787
H -4.10 -0.69 -2.63 0.1420
O -0.69 0.54 -2.05 -0.9559
H -1.27 -0.42 -3.72 0.5031
H -0.41 1.40 -2.42 0.4662
C 2.59 -0.13 5.32 -0.6502
C 1.95 -0.14 3.98 0.0665
C 2.65 0.39 2.91 -0.1936
C 2.09 0.36 1.65 0.0463
N 0.84 -0.05 1.40 -0.4722
C 0.16 -0.59 2.43 0.0640
C 0.67 -0.65 3.71 -0.2441
H 3.56 -0.65 5.28 0.2447
H 2.79 0.90 5.64 0.2453
H 1.96 -0.61 6.07 0.2322
H 3.64 0.83 3.00 0.2326
H 2.67 0.74 0.82 0.2221
H -0.82 -0.97 2.19 0.2160
H 0.06 -1.09 4.48 0.2398